Record 1
ORCA calculation (ωB97M-V with the def2-TZVPD basis set) on a cluster of 7 separate species, C26H69N3O10 in total at a distorted geometry.

Summary:
**E_HOMO**: -8.272 eV
**2S+1**: 1
**Largest force on an atom**: 4.19 eV/Å
**Electronic energy**: -53017.6299 eV
**Structure (SMILES)**: COCCNCCOC.COCCNCCOC.COCCNCCOC.CCO.CCO.CCO.CCO

Geometry (Å):
C -3.13 -2.73 0.39
C -2.26 -3.50 -0.66
O -1.41 -4.32 0.07
H -3.85 -2.09 -0.11
H -2.45 -2.18 1.04
H -3.62 -3.45 1.05
H -1.58 -2.82 -1.18
H -2.83 -4.11 -1.35
H -1.11 -5.08 -0.43
C 2.70 -2.81 1.25
C 1.30 -2.81 1.82
O 0.90 -4.15 1.84
H 2.79 -3.21 0.24
H 3.46 -3.25 1.90
H 3.00 -1.76 1.16
H 0.67 -2.25 1.13
H 1.15 -2.42 2.83
H 0.45 -4.29 1.00
C -4.51 2.79 2.01
C -5.58 2.20 1.16
O -6.76 2.81 1.53
H -4.44 3.84 1.72
H -3.50 2.47 1.76
H -4.65 2.83 3.09
H -5.51 1.13 1.32
H -5.41 2.45 0.11
H -7.24 3.35 0.90
C -4.82 0.49 -2.81
C -3.39 -0.03 -2.62
O -2.77 1.01 -1.91
H -5.20 0.69 -1.81
H -5.46 -0.19 -3.37
H -4.85 1.43 -3.37
H -2.85 -0.12 -3.56
H -3.36 -0.97 -2.06
H -1.98 0.65 -1.50
C 5.99 0.79 -3.57
O 5.08 0.62 -2.54
C 5.03 1.56 -1.50
C 3.56 1.71 -0.94
N 2.54 2.39 -1.64
C 2.92 3.72 -1.88
C 1.89 4.31 -2.79
O 2.26 5.69 -3.08
C 1.21 6.29 -3.73
H 6.95 0.72 -3.05
H 5.81 1.77 -4.00
H 5.87 0.03 -4.34
H 5.30 2.58 -1.79
H 5.80 1.27 -0.77
H 3.75 2.26 -0.02
H 3.22 0.75 -0.54
H 2.38 2.05 -2.58
H 3.80 3.91 -2.48
H 3.04 4.38 -1.02
H 0.91 4.03 -2.40
H 1.99 3.71 -3.69
H 1.82 7.09 -4.16
H 0.44 6.65 -3.05
H 0.81 5.74 -4.58
C 1.61 -5.89 -0.97
O 0.82 -4.97 -1.61
C 1.48 -4.47 -2.75
C 1.16 -3.05 -3.19
N 1.01 -2.23 -2.00
C 0.98 -0.80 -2.27
C 0.42 0.07 -1.07
O -0.85 -0.24 -0.67
C -1.25 0.33 0.53
H 2.50 -5.57 -0.43
H 1.81 -6.75 -1.61
H 0.98 -6.20 -0.13
H 1.57 -5.20 -3.56
H 2.49 -4.34 -2.37
H 0.29 -2.92 -3.83
H 2.10 -2.69 -3.61
H 0.17 -2.50 -1.52
H 0.48 -0.50 -3.19
H 1.95 -0.38 -2.51
H 0.26 1.09 -1.42
H 1.06 0.11 -0.19
H -2.27 0.20 0.89
H -1.08 1.41 0.51
H -0.64 -0.16 1.28
C -3.23 -1.52 4.12
O -2.00 -0.93 4.49
C -0.90 -1.81 4.60
C 0.23 -0.75 4.79
N 0.46 0.01 3.58
C 1.68 0.88 3.50
C 1.02 2.31 3.70
O 0.04 2.53 2.68
C -0.79 3.71 2.74
H -3.01 -2.45 3.59
H -3.91 -0.92 3.52
H -3.81 -1.75 5.01
H -0.78 -2.49 3.76
H -1.05 -2.46 5.46
H 1.18 -1.25 5.00
H 0.06 -0.23 5.74
H -0.39 0.45 3.28
H 2.22 0.78 2.56
H 2.40 0.69 4.29
H 1.75 3.11 3.83
H 0.45 2.12 4.61
H -1.43 3.75 3.62
H -1.40 3.73 1.84
H -0.10 4.53 2.90

=====

Record 2
ORCA calculation (ωB97M-V with the def2-TZVPD basis set) on a cluster of 10 separate species, C26H70ClO29S9 in total at a distorted geometry.

Summary:
**E_HOMO (alpha / beta)**: -10.232 / -10.232 eV
**2S+1**: 2
**Largest force on an atom**: 4.16 eV/Å
**Electronic energy**: -197494.5567 eV

Geometry (Å):
Cl 0.07 -14.92 -8.58
O -0.64 -14.66 -9.83
O 0.92 -16.11 -8.70
O 0.78 -13.72 -8.16
O -0.88 -15.23 -7.58
O -2.92 -13.53 -4.17
S -2.35 -12.18 -4.41
O -3.04 -10.96 -4.09
O -0.80 -12.18 -3.72
C -0.11 -13.38 -3.60
C 1.05 -13.31 -4.53
C -1.96 -12.05 -6.18
H -0.72 -14.29 -3.65
H 0.22 -13.43 -2.56
H 1.87 -12.68 -4.19
H 0.73 -13.14 -5.56
H 1.53 -14.29 -4.56
H -2.89 -12.19 -6.74
H -1.31 -12.88 -6.47
H -1.47 -11.09 -6.35
O -1.42 -15.14 -16.35
S -0.35 -16.05 -15.91
O 1.07 -15.82 -16.23
O -0.48 -16.28 -14.28
C -1.83 -16.58 -13.82
C -1.86 -16.36 -12.34
C -0.75 -17.80 -16.41
H -2.11 -17.61 -14.01
H -2.56 -15.95 -14.34
H -2.82 -16.54 -11.86
H -1.67 -15.33 -12.04
H -1.11 -17.00 -11.88
H -0.66 -18.43 -15.53
H 0.02 -18.04 -17.15
H -1.75 -17.93 -16.81
O -1.37 -18.50 -4.89
S -2.47 -17.76 -4.19
O -3.58 -18.49 -3.61
O -1.79 -16.89 -2.99
C -2.48 -16.50 -1.82
C -1.36 -15.86 -0.89
C -3.15 -16.40 -5.30
H -2.80 -17.42 -1.33
H -3.27 -15.76 -1.93
H -1.87 -15.50 0.00
H -0.74 -15.05 -1.28
H -0.64 -16.59 -0.52
H -2.35 -15.65 -5.29
H -4.14 -16.15 -4.91
H -3.31 -16.75 -6.31
O 5.68 -17.77 -13.93
S 4.98 -16.58 -13.38
O 4.34 -15.68 -14.29
O 3.92 -17.14 -12.22
C 2.92 -16.29 -11.54
C 1.63 -16.26 -12.43
C 6.14 -15.64 -12.25
H 3.32 -15.29 -11.37
H 2.71 -16.73 -10.56
H 0.84 -15.66 -11.98
H 1.19 -17.26 -12.49
H 1.84 -15.91 -13.44
H 6.86 -15.06 -12.83
H 6.64 -16.40 -11.65
H 5.49 -14.94 -11.72
O -5.60 -12.32 -13.11
S -5.23 -13.61 -12.46
O -4.28 -14.56 -13.04
O -4.74 -13.28 -10.88
C -4.30 -14.40 -10.07
C -4.33 -14.05 -8.62
C -6.88 -14.37 -11.97
H -3.30 -14.76 -10.34
H -4.94 -15.26 -10.27
H -4.23 -14.93 -8.00
H -5.31 -13.65 -8.32
H -3.60 -13.27 -8.42
H -7.52 -13.64 -11.49
H -6.80 -15.28 -11.38
H -7.41 -14.64 -12.89
O 1.61 -19.90 -5.07
S 2.02 -18.54 -4.60
O 1.70 -17.97 -3.27
O 3.70 -18.43 -4.72
C 4.33 -19.08 -5.81
C 4.61 -20.63 -5.47
C 1.58 -17.15 -5.81
H 5.28 -18.56 -5.71
H 3.79 -18.93 -6.75
H 3.73 -21.21 -5.18
H 5.33 -20.58 -4.66
H 5.09 -21.17 -6.28
H 0.51 -16.95 -5.70
H 1.70 -17.58 -6.80
H 2.21 -16.27 -5.67
O -1.90 -19.31 -11.01
S -2.33 -19.65 -9.66
O -3.44 -20.61 -9.56
O -0.97 -20.21 -8.77
C -1.25 -20.50 -7.42
C -0.46 -21.83 -7.08
C -2.62 -18.08 -8.70
H -2.27 -20.72 -7.11
H -0.89 -19.78 -6.69
H -0.84 -22.61 -7.75
H -0.55 -22.14 -6.04
H 0.62 -21.71 -7.19
H -2.86 -18.45 -7.70
H -3.49 -17.56 -9.11
H -1.71 -17.49 -8.61
O 6.47 -16.41 -7.28
S 5.35 -15.50 -7.04
O 4.44 -15.73 -5.91
O 6.08 -13.97 -6.79
C 5.51 -12.94 -6.01
C 4.53 -12.02 -6.82
C 4.47 -15.13 -8.57
H 6.28 -12.44 -5.43
H 4.98 -13.41 -5.18
H 5.17 -11.33 -7.38
H 4.10 -11.36 -6.06
H 3.80 -12.47 -7.48
H 5.15 -15.11 -9.42
H 4.02 -14.15 -8.46
H 3.79 -15.97 -8.68
C 2.25 -11.64 -10.32
S 3.91 -11.42 -11.12
O 4.74 -12.59 -10.51
C 3.50 -12.04 -12.81
H 1.71 -10.86 -10.85
H 2.13 -11.38 -9.27
H 1.76 -12.57 -10.60
H 4.34 -12.04 -13.50
H 2.75 -11.42 -13.30
H 3.08 -13.04 -12.74

=====

Record 3
ORCA calculation (ωB97M-V with the def2-TZVPD basis set) on a structure of composition C26H70InNO20P5 at a distorted geometry.

Summary:
**E_HOMO**: -4.259 eV
**2S+1**: 1
**Total charge**: -1
**Largest force on an atom**: 9.79 eV/Å
**Electronic energy**: -122139.8351 eV

Geometry (Å):
C 0.50 -5.41 2.84
C -0.22 -5.40 1.41
C 0.81 -5.43 0.21
C 1.06 -3.99 -0.46
C 2.22 -3.15 0.23
C 1.79 -2.27 1.47
C 0.31 -1.73 1.43
C -0.07 -0.70 2.57
C -1.31 -1.29 3.41
In -3.11 -1.70 2.08
C -3.86 -3.83 2.36
C -4.62 -4.41 1.11
N -4.22 -4.21 -0.12
H 1.36 -6.16 2.85
H 0.89 -4.40 3.14
H -0.23 -5.77 3.61
H -1.02 -4.62 1.34
H -0.77 -6.40 1.38
H 0.32 -6.04 -0.61
H 1.76 -5.96 0.47
H 1.43 -4.24 -1.51
H 0.09 -3.45 -0.61
H 2.67 -2.45 -0.55
H 3.08 -3.83 0.54
H 2.02 -2.77 2.46
H 2.46 -1.34 1.46
H 0.13 -1.26 0.42
H -0.38 -2.62 1.51
H 0.80 -0.43 3.24
H -0.44 0.25 2.07
H -0.94 -2.29 3.81
H -1.60 -0.63 4.27
H -2.46 -1.66 0.37
H -4.40 -0.46 2.21
H -4.62 -3.81 3.21
H -3.04 -4.52 2.73
H -5.56 -5.01 1.27
H -3.36 -3.63 -0.04
C -0.56 -1.28 -3.76
O 0.69 -1.74 -4.25
P 2.08 -0.80 -3.90
O 1.63 -0.56 -2.47
O 1.53 0.39 -4.89
C 1.46 0.10 -6.29
O 3.50 0.11 -3.59
C 4.34 0.46 -4.69
H -1.35 -1.74 -4.37
H -0.69 -1.60 -2.72
H -0.65 -0.20 -3.83
H 0.42 -0.06 -6.58
H 2.04 -0.79 -6.55
H 1.85 0.95 -6.85
H 3.97 1.38 -5.15
H 4.37 -0.34 -5.43
H 5.35 0.64 -4.32
C 8.14 -1.77 -8.22
O 8.29 -1.95 -6.82
P 8.65 -0.57 -5.88
O 7.67 0.31 -6.64
O 10.16 -0.50 -6.56
C 11.06 -1.57 -6.27
O 9.04 0.75 -4.85
C 10.14 0.61 -3.95
H 8.31 -2.74 -8.70
H 7.13 -1.44 -8.45
H 8.87 -1.06 -8.62
H 11.14 -2.21 -7.15
H 10.72 -2.17 -5.42
H 12.04 -1.15 -6.04
H 11.07 0.88 -4.46
H 10.21 -0.41 -3.56
H 9.99 1.30 -3.11
C -5.03 2.55 7.49
O -5.24 2.74 6.10
P -3.86 2.75 5.08
O -3.22 1.59 5.82
O -3.38 4.19 5.74
C -4.20 5.33 5.49
O -2.54 2.77 4.00
C -2.42 3.86 3.07
H -5.90 2.94 8.02
H -4.94 1.48 7.71
H -4.14 3.08 7.84
H -4.77 5.58 6.39
H -4.90 5.16 4.67
H -3.56 6.18 5.23
H -1.91 4.70 3.54
H -3.40 4.18 2.71
H -1.83 3.53 2.22
C -5.36 -2.94 -2.11
O -6.15 -3.51 -3.16
P -5.94 -2.88 -4.74
O -4.42 -2.79 -4.69
O -6.64 -1.45 -4.30
C -8.00 -1.49 -3.87
O -5.98 -2.41 -6.40
C -7.25 -2.11 -6.98
H -5.87 -3.14 -1.17
H -4.39 -3.40 -2.09
H -5.26 -1.86 -2.22
H -8.04 -1.38 -2.79
H -8.49 -2.43 -4.15
H -8.55 -0.67 -4.34
H -7.51 -1.07 -6.79
H -8.03 -2.77 -6.59
H -7.18 -2.25 -8.06
C -0.58 4.73 6.07
O -0.74 5.89 6.88
P -0.43 7.41 6.14
O -1.14 7.10 4.84
O 1.18 7.07 6.05
C 1.89 6.87 7.28
O -0.14 9.04 5.70
C 0.73 9.82 6.51
H -0.43 3.88 6.74
H -1.49 4.55 5.50
H 0.28 4.81 5.41
H 2.09 5.81 7.41
H 1.32 7.24 8.14
H 2.83 7.41 7.23
H 1.77 9.66 6.21
H 0.61 9.58 7.57
H 0.49 10.88 6.37

=====

- electronic energy of number 2 (C26H70ClO29S9)?
  -197494.5567 eV

=====

- electronic energy of number 2 (C26H70ClO29S9)?
  -197494.5567 eV

=====

- Look up the electronic energy of the second one.
  -197494.5567 eV

=====

- What is the 2S+1 in the second record?
  2